C4H9NO2 in the gas phase. Source: OMol25; level of theory: wB97M-V/def2-TZVPD.

Each atom is followed by the atoms it is bonded to, with distances in Å.
Positions of all 16 atoms, in Å:
1 O -0.159 -0.901 1.089  C5 1.397, C7 1.414
2 O -0.816 2.303 -2.701  C4 1.226
3 N -0.734 0.249 -1.453  C4 1.586, C6 1.336, H8 1.019
4 C -1.204 1.746 -1.680  O2 1.226, N3 1.586, H9 1.316, H14 1.106
5 C 0.798 -0.071 0.499  O1 1.397, C6 1.497, H11 1.101, H12 1.107
6 C 0.256 0.689 -0.672  N3 1.336, C5 1.497, H16 1.090
7 C 0.452 -1.981 1.766  O1 1.414, H10 1.091, H13 1.100, H15 1.100
8 H -1.393 -0.349 -0.956  N3 1.019
9 H -0.642 2.143 -0.558  C4 1.316
10 H -0.330 -2.529 2.296  C7 1.091
11 H 1.272 0.601 1.230  C5 1.101
12 H 1.606 -0.675 0.045  C5 1.107
13 H 1.199 -1.632 2.494  C7 1.100
14 H -2.237 1.732 -1.284  C4 1.106
15 H 0.949 -2.656 1.053  C7 1.100
16 H 0.983 1.331 -1.169  C6 1.090

Results
Multiplicity: 1

natural (NBO) population analysis, charges in e, atoms 1 to 5:
1. O -0.534
2. O -0.647
3. N -0.625
4. C 0.271
5. C -0.134

***

C4H9NO2 in the gas phase at a distorted geometry. Source: OMol25; level of theory: wB97M-V/def2-TZVPD.

Each atom is followed by the atoms it is bonded to, with distances in Å.
Positions of all 16 atoms, in Å:
1 O -1.657 0.676 1.126  C6 1.249
2 O 1.700 -1.242 -1.220  C7 1.431, H10 1.006
3 N 0.011 1.910 1.562  C6 1.360, H8 1.003, H12 0.930
4 C -0.546 -1.754 -0.991  C7 1.493, H9 1.073, H13 1.020, H16 1.119
5 C 0.147 0.521 -0.593  C6 1.539, C7 1.462, H11 1.114, H15 1.119
6 C -0.539 1.023 0.690  O1 1.249, N3 1.360, C5 1.539
7 C 0.542 -0.880 -0.461  O2 1.431, C4 1.493, C5 1.462, H14 1.114
8 H 0.853 2.439 1.433  N3 1.003
9 H -1.101 -1.378 -1.830  C4 1.073
10 H 2.567 -1.404 -0.735  O2 1.006
11 H -0.502 0.890 -1.419  C5 1.114
12 H -0.253 1.885 2.454  N3 0.930
13 H -1.280 -2.138 -0.397  C4 1.020
14 H 0.796 -1.213 0.571  C7 1.114
15 H 0.876 1.316 -0.891  C5 1.119
16 H -0.010 -2.705 -1.236  C4 1.119

Results
Multiplicity: 1

natural (NBO) population analysis, charges in e, atoms 1 to 5:
1. O -0.625
2. O -0.749
3. N -0.802
4. C -0.625
5. C -0.531

***

C4H9NO2 in the gas phase. Source: OMol25; level of theory: wB97M-V/def2-TZVPD.

Each atom is followed by the atoms it is bonded to, with distances in Å.
Positions of all 16 atoms, in Å:
1 O 1.585 0.178 -1.106  C5 1.427, C6 1.353
2 O 1.029 -0.695 0.913  C6 1.215
3 N -0.564 -0.220 -0.658  C4 1.449, C6 1.359, H10 1.008
4 C -1.679 -0.542 0.209  N3 1.449, C7 1.531, H8 1.095, H14 1.092
5 C 2.949 0.027 -0.719  O1 1.427, H9 1.096, H15 1.092, H16 1.094
6 C 0.707 -0.276 -0.182  O1 1.353, O2 1.215, N3 1.359
7 C -2.252 0.664 0.959  C4 1.531, H11 1.097, H12 1.097, H13 1.097
8 H -2.449 -1.031 -0.397  C4 1.095
9 H 3.229 -1.033 -0.698  C5 1.096
10 H -0.719 0.287 -1.516  N3 1.008
11 H -2.842 0.335 1.823  C7 1.097
12 H -2.909 1.275 0.328  C7 1.097
13 H -1.438 1.304 1.325  C7 1.097
14 H -1.304 -1.283 0.918  C4 1.092
15 H 3.537 0.555 -1.472  C5 1.092
16 H 3.119 0.454 0.274  C5 1.094

Results
Multiplicity: 1

natural (NBO) population analysis, charges in e, atoms 1 to 5:
1. O -0.523
2. O -0.658
3. N -0.630
4. C -0.223
5. C -0.257

***

2 unconnected molecules or ions with the total composition C4H9NO2. Source: OMol25; level of theory: wB97M-V/def2-TZVPD.

Each atom is followed by the atoms it is bonded to, with distances in Å.
Positions of all 16 atoms, in Å:
1 O -2.575 -1.699 0.995  C6 1.215
2 O 1.137 -1.201 -0.852  C4 1.213
3 N -0.369 -2.176 1.292  C6 1.359, H12 1.012, H13 1.009
4 C 0.141 -0.558 -1.108  O2 1.213, C5 1.510, H16 1.106
5 C -0.994 -0.310 -0.143  C4 1.510, C6 1.531, H9 1.099, H15 1.091
6 C -1.404 -1.479 0.755  O1 1.215, N3 1.359, C5 1.531
7 C 1.328 2.411 -0.268  H8 1.094, H10 1.094, H11 1.093, H14 1.091
8 H 0.443 2.478 -0.908  C7 1.094
9 H -0.674 0.516 0.507  C5 1.099
10 H 1.821 1.441 -0.379  C7 1.094
11 H 1.033 2.554 0.774  C7 1.093
12 H 0.549 -2.095 0.873  N3 1.012
13 H -0.610 -3.021 1.788  N3 1.009
14 H 2.029 3.197 -0.552  C7 1.091
15 H -1.886 0.030 -0.671  C5 1.091
16 H 0.032 -0.087 -2.102  C4 1.106

Results
Multiplicity: 1

natural (NBO) population analysis, charges in e, atoms 1 to 5:
1. O -0.603
2. O -0.544
3. N -0.829
4. C 0.458
5. C -0.632

***

2 unconnected molecules or ions with the total composition C4H9NO2. Source: OMol25; level of theory: wB97M-V/def2-TZVPD.

Each atom is followed by the atoms it is bonded to, with distances in Å.
Positions of all 16 atoms, in Å:
1 O -1.008 -1.374 -1.538  C7 1.170
2 O -1.128 1.983 -1.536  N3 1.397, C5 1.419
3 N -0.963 0.871 -0.707  O2 1.397, C7 1.232
4 C 1.208 -1.235 1.453  C6 1.528, H12 1.096, H13 1.096, H14 1.096
5 C -1.779 2.989 -0.777  O2 1.419, H9 1.095, H10 1.094, H16 1.090
6 C 1.719 -2.259 0.442  C4 1.528, H8 1.095, H11 1.096, H15 1.096
7 C -1.012 -0.250 -1.215  O1 1.170, N3 1.232
8 H 0.957 -2.489 -0.311  C6 1.095
9 H -2.781 2.666 -0.476  C5 1.095
10 H -1.192 3.246 0.110  C5 1.094
11 H 2.606 -1.891 -0.087  C6 1.096
12 H 0.941 -0.287 0.969  C4 1.096
13 H 0.317 -1.602 1.975  C4 1.096
14 H 1.966 -1.014 2.213  C4 1.096
15 H 1.994 -3.200 0.932  C6 1.096
16 H -1.845 3.846 -1.448  C5 1.090

Results
Multiplicity: 1

natural (NBO) population analysis, charges in e, atoms 1 to 5:
1. O -0.467
2. O -0.355
3. N -0.338
4. C -0.611
5. C -0.249

***

C4H9NO2 in the gas phase. Source: OMol25; level of theory: wB97M-V/def2-TZVPD.

Each atom is followed by the atoms it is bonded to, with distances in Å.
Positions of all 16 atoms, in Å:
1 O 0.322 -0.180 -1.882  C4 1.422, C7 1.353
2 O 0.249 1.505 -0.363  C7 1.215
3 N 0.610 -0.668 0.269  C5 1.450, C7 1.360, H14 1.009
4 C 0.089 0.791 -2.895  O1 1.422, H8 1.090, H13 1.088, H15 1.089
5 C 0.497 -0.423 1.694  N3 1.450, C6 1.526, H11 1.093, H12 1.095
6 C -0.931 -0.546 2.218  C5 1.526, H9 1.095, H10 1.095, H16 1.094
7 C 0.375 0.326 -0.629  O1 1.353, O2 1.215, N3 1.360
8 H -0.914 1.210 -2.805  C4 1.090
9 H -0.969 -0.357 3.296  C6 1.095
10 H -1.327 -1.551 2.042  C6 1.095
11 H 0.884 0.583 1.873  C5 1.093
12 H 1.158 -1.126 2.212  C5 1.095
13 H 0.189 0.269 -3.844  C4 1.088
14 H 0.542 -1.615 -0.074  N3 1.009
15 H 0.811 1.604 -2.831  C4 1.089
16 H -1.585 0.176 1.719  C6 1.094

Results
Multiplicity: 1

natural (NBO) population analysis, charges in e, atoms 1 to 5:
1. O -0.523
2. O -0.656
3. N -0.631
4. C -0.255
5. C -0.219

***

C4H9NO2 in the gas phase. Source: OMol25; level of theory: wB97M-V/def2-TZVPD.

Each atom is followed by the atoms it is bonded to, with distances in Å.
Positions of all 16 atoms, in Å:
1 O 1.879 -0.972 0.757  N3 1.395, H11 0.964
2 O -1.423 -0.631 -0.403  C4 1.412, C5 1.414
3 N 1.636 0.375 0.484  O1 1.395, C6 1.277
4 C -0.723 -0.325 0.785  O2 1.412, C6 1.515, H14 1.096, H15 1.094
5 C -0.731 -1.430 -1.342  O2 1.414, H8 1.100, H10 1.102, H13 1.097
6 C 0.395 0.667 0.533  N3 1.277, C4 1.515, C7 1.501
7 C -0.002 2.082 0.229  C6 1.501, H9 1.097, H12 1.092, H16 1.096
8 H -0.240 -0.813 -2.108  C5 1.100
9 H -0.452 2.555 1.112  C7 1.097
10 H 0.033 -2.069 -0.871  C5 1.102
11 H 2.826 -1.051 0.596  O1 0.964
12 H 0.860 2.674 -0.086  C7 1.092
13 H -1.485 -2.056 -1.834  C5 1.097
14 H -0.340 -1.225 1.280  C4 1.096
15 H -1.476 0.134 1.433  C4 1.094
16 H -0.758 2.083 -0.565  C7 1.096

Results
Multiplicity: 1

natural (NBO) population analysis, charges in e, atoms 1 to 5:
1. O -0.587
2. O -0.536
3. N -0.134
4. C -0.127
5. C -0.259

***

C4H9NO2 in the gas phase at a distorted geometry. Source: OMol25; level of theory: wB97M-V/def2-TZVPD.

Each atom is followed by the atoms it is bonded to, with distances in Å.
Positions of all 16 atoms, in Å:
1 O -2.865 -0.893 -0.109  C4 1.238
2 O -1.238 -1.232 -1.679  C4 1.311, H16 1.046
3 N 0.297 -0.058 0.440  C5 1.489, C6 1.452, C7 1.409
4 C -1.759 -0.666 -0.617  O1 1.238, O2 1.311, C7 1.559
5 C 1.473 -0.198 -0.462  N3 1.489, H8 1.106, H10 1.110, H12 1.108
6 C 0.667 0.636 1.661  N3 1.452, H9 1.068, H14 1.110, H15 1.154
7 C -0.790 0.502 -0.260  N3 1.409, C4 1.559, H11 1.114, H13 1.132
8 H 1.029 -0.205 -1.475  C5 1.106
9 H -0.092 0.990 2.324  C6 1.068
10 H 2.407 0.385 -0.315  C5 1.110
11 H -0.492 1.262 -1.018  C7 1.114
12 H 1.878 -1.229 -0.429  C5 1.108
13 H -1.366 1.145 0.473  C7 1.132
14 H 1.365 -0.019 2.222  C6 1.110
15 H 1.200 1.621 1.382  C6 1.154
16 H -1.715 -2.042 -2.139  O2 1.046

Results
Multiplicity: 1

natural (NBO) population analysis, charges in e, atoms 1 to 5:
1. O -0.594
2. O -0.698
3. N -0.446
4. C 0.806
5. C -0.445

***

The records above yield energy above the lowest of the compared OMol25 structures with the same formula, charge and spin values of 122.77, 53.72, 10.62, 20.10, 84.92, 9.61, 74.80, 54.84 kcal/mol, respectively.